# 1
39
Properties=species:S:1:pos:R:3:lowdin_charge:R:1 method="wB97M-V/def2-TZVPD" e_lumo_ev=0.7 spin_multiplicity=1 gap_ev=8.851 e_homo_ev=-8.111 e_above_lowest_kcal_mol=0.0
C 2.1995 3.2575 -2.2480 -0.060
C 2.3672 2.3346 -1.0499 -0.216
O 2.5779 0.9990 -1.5056 0.022
C 1.7785 0.0348 -1.0945 -0.390
N 0.8172 0.2800 -0.2128 0.193
C 0.0722 -0.7753 0.1164 -0.345
N -0.9474 -0.6685 0.9958 0.155
C -1.4171 0.4094 1.7260 -0.144
C -0.8024 1.6509 1.7446 -0.039
C -1.3399 2.6768 2.5061 -0.677
Cl -0.5549 4.2166 2.5059 0.666
C -2.4812 2.4857 3.2582 -0.112
C -3.0974 1.2414 3.2509 -0.019
C -2.5835 0.2009 2.4969 -0.210
O -3.1181 -1.0566 2.4263 -0.093
C -4.2742 -1.3377 3.1784 -0.077
N 0.2413 -2.0050 -0.3729 0.208
C 1.2373 -2.1368 -1.2358 -0.415
O 1.4218 -3.3563 -1.7044 0.012
C 2.4777 -3.5461 -2.6435 -0.230
C 2.0973 -3.0635 -4.0362 -0.070
N 2.0348 -1.1511 -1.6330 0.217
H 3.0667 3.1867 -2.8989 0.076
H 2.0927 4.2827 -1.9049 0.077
H 1.3147 2.9799 -2.8152 0.079
H 3.2520 2.6162 -0.4693 0.127
H 1.4855 2.3679 -0.4078 0.091
H -1.4569 -1.5336 1.1298 0.148
H 0.0913 1.7977 1.1656 0.073
H -2.8916 3.2897 3.8471 0.104
H -3.9865 1.1033 3.8442 0.105
H -4.5097 -2.3807 2.9731 0.096
H -5.1155 -0.7094 2.8704 0.098
H -4.0957 -1.2108 4.2506 0.098
H 3.3707 -3.0190 -2.2951 0.115
H 2.6517 -4.6248 -2.6383 0.121
H 2.8886 -3.3144 -4.7369 0.076
H 1.9624 -1.9855 -4.0255 0.063
H 1.1727 -3.5366 -4.3577 0.077

# 2
17
Properties=species:S:1:pos:R:3:lowdin_charge:R:1 method="wB97M-V/def2-TZVPD" charge=+1 e_lumo_ev=-3.4 spin_multiplicity=1 gap_ev=11.788 e_homo_ev=-15.210 e_above_lowest_kcal_mol=39.6
O 0.2631 -1.8199 0.1289 0.098
C -0.6465 -1.0445 0.2152 -0.467
O -1.9413 -1.1467 0.2838 0.192
C -0.2186 0.4768 0.0660 -0.210
C -1.1294 1.4596 0.7554 -0.025
N 1.2236 0.4003 0.5233 0.207
H -2.4384 -1.9055 0.6224 0.171
H -0.2409 0.5604 -1.0229 0.155
H -0.7157 2.4451 0.9934 0.096
H -1.7906 1.8617 -0.0247 0.108
H -1.5999 1.1134 1.6615 0.093
H 1.8134 1.0840 0.0084 0.194
H 1.6905 -0.4571 0.2310 0.119
H 1.3980 0.2775 1.5235 0.188
H 1.5145 -1.6960 -1.3933 0.048
H 1.1963 -0.7502 -2.7114 0.072
O 1.6218 -0.8589 -1.8604 -0.037

# 3
93
Properties=species:S:1:pos:R:3:lowdin_charge:R:1 method="wB97M-V/def2-TZVPD" charge=+3 e_lumo_ev="-10.9 / -10.9" spin_multiplicity=1 gap_ev="4.621 / 4.622" e_homo_ev="-15.482 / -15.482" e_above_lowest_kcal_mol=17.5
Bi 0.2115 0.5100 -1.1843 1.348
P -1.6351 1.8862 -2.5574 0.708
P -1.3342 -1.8053 -0.9131 0.645
P 2.1238 2.3325 -0.4824 0.638
H 3.1925 -4.0254 -1.5222 0.062
C 3.5764 -3.1865 -0.9271 -0.070
C 3.4385 -3.1381 0.4093 -0.095
H 2.9662 -3.9598 0.9632 0.062
C -1.6822 1.6713 -4.3700 -0.229
C -3.3434 1.4494 -2.0721 -0.229
C -1.6521 3.7000 -2.3558 -0.224
C -0.4450 -2.9812 0.1593 -0.248
C -2.9715 -1.6873 -0.1188 -0.237
C -1.6696 -2.7613 -2.4299 -0.255
C 3.2954 1.4210 0.5845 -0.232
C 1.5040 3.7070 0.5373 -0.244
C 3.1674 3.1128 -1.7543 -0.229
H 4.0597 -2.3688 -1.4786 0.040
H 3.8213 -2.2964 1.0006 0.048
H -2.6120 2.1241 -4.7475 0.088
H -1.6833 0.6074 -4.6468 0.064
H -0.8327 2.1748 -4.8509 0.061
H -4.0350 1.9839 -2.7408 0.084
H -3.5314 1.7637 -1.0355 0.066
H -3.5223 0.3702 -2.1674 0.043
H -2.4924 4.1124 -2.9350 0.084
H -0.7153 4.1399 -2.7232 0.063
H -1.7848 3.9625 -1.2973 0.065
H -0.8236 -3.9939 -0.0409 0.078
H -0.6148 -2.7288 1.2156 0.034
H 0.6351 -2.9585 -0.0413 0.019
H -3.6204 -2.4778 -0.5223 0.073
H -3.4320 -0.7112 -0.3162 0.015
H -2.8766 -1.8051 0.9681 0.038
H -2.3452 -3.5915 -2.1757 0.069
H -0.7291 -3.1563 -2.8385 0.061
H -2.1467 -2.1206 -3.1854 0.042
H 4.2843 1.8997 0.5157 0.073
H 3.3867 0.3760 0.2448 0.037
H 2.9484 1.4183 1.6291 0.030
H 2.3577 4.2759 0.9337 0.079
H 0.8953 3.3446 1.3785 0.024
H 0.8859 4.3670 -0.0878 0.047
H 4.0983 3.4658 -1.2861 0.074
H 2.6304 3.9619 -2.1994 0.062
H 3.4169 2.4046 -2.5569 0.020
C 2.0538 0.3741 -4.1814 -0.309
C 1.4487 0.6478 -5.4115 -0.021
C 2.2612 0.9697 -6.4977 -0.033
C 3.6512 1.0031 -6.3568 -0.032
C 4.2240 0.7243 -5.1144 -0.032
C 3.4339 0.3961 -4.0094 -0.035
O 1.2893 0.0255 -3.0716 -0.299
H 0.2577 0.4201 -3.1458 -0.002
H 0.3694 0.5912 -5.5165 0.087
H 1.7966 1.1710 -7.4623 0.128
H 4.2720 1.2360 -7.2259 0.131
H 5.3072 0.7463 -5.0145 0.128
H 3.8655 0.1678 -3.0339 0.120
C 2.2669 -2.3916 5.7482 -0.047
C 2.2668 -2.7306 4.3901 -0.064
C 1.6009 -1.9229 3.4613 -0.136
C 0.8999 -0.7881 3.9065 -0.421
C 0.8880 -0.4578 5.2655 -0.096
C 1.5822 -1.2557 6.1865 -0.039
As -0.1180 0.2463 2.5664 1.302
C -1.9134 -0.3371 3.1654 -0.406
C -3.0385 0.3619 2.6914 -0.184
C -4.3230 -0.0448 3.0633 -0.071
C -4.4957 -1.1719 3.8759 -0.049
C -3.3789 -1.8911 4.3128 -0.045
C -2.0895 -1.4804 3.9537 -0.092
C 0.0489 1.9367 3.5665 -0.438
C -1.0702 2.7119 3.8908 -0.097
C -0.8989 3.9452 4.5326 -0.051
C 0.3834 4.4057 4.8421 -0.052
C 1.5019 3.6265 4.5293 -0.060
C 1.3381 2.3806 3.9131 -0.155
H 2.8031 -3.0175 6.4678 0.124
H 2.7879 -3.6265 4.0466 0.113
H 1.6278 -2.1670 2.3965 0.056
H 0.3505 0.4246 5.6159 0.116
H 1.5810 -0.9807 7.2422 0.123
H -2.9094 1.2308 2.0406 0.086
H -5.1894 0.5231 2.7175 0.116
H -5.4992 -1.4891 4.1642 0.122
H -3.5057 -2.7758 4.9403 0.123
H -1.2214 -2.0423 4.3026 0.103
H -2.0702 2.3521 3.6639 0.078
H -1.7772 4.5413 4.7877 0.119
H 0.5142 5.3734 5.3333 0.122
H 2.5074 3.9775 4.7715 0.119
H 2.2083 1.7470 3.7270 0.096